An isolated ion of composition CH6N3 and charge +1 at a distorted geometry. Source: the Open Molecules 2025 dataset; level of theory: wB97M-V/def2-TZVPD.

Last column: Löwdin charge in e.
CARTESIAN COORDINATES (ANGSTROEM)
H -0.37364 1.08984 0.72110  0.208
H 1.58503 -0.17086 1.11568  0.208
H 1.83398 0.69661 -0.21809  0.159
N 0.23312 -0.75911 -0.16367  -0.020
H 2.16034 -0.81442 -0.42160  0.153
C -0.77706 0.02781 0.11644  -0.257
N -2.05258 -0.21258 -0.05494  0.161
H -2.73036 0.35111 0.38767  0.113
H -2.29024 -1.18198 -0.24512  0.143
N 1.52375 -0.22332 0.04497  0.132

Force components x, y, z for each atom (eV/Å):
H -2.0 -2.5 -1.9
H 1.1 -0.7 -1.7
H -0.8 1.3 -0.9
N -2.6 -0.2 -1.5
H 1.1 -1.5 0.0
C 4.3 3.3 2.3
N 0.6 -1.4 -0.3
H -0.7 0.6 0.4
H -0.2 0.3 -0.2
N -0.9 0.9 3.9

Its SMILES is N/C=N/[NH3+]. The calculation puts the lowest unoccupied orbital energy at -3.7 eV. Its charge is +1. The energy above the lowest of the compared OMol25 structures with the same formula, charge and spin is 69.40 kcal per mole. For the HOMO-LUMO gap, the calculation gives 11.09 eV. As for the HOMO energy: -14.797 eV.


One molecule with the formula C21H18N2O6S at a distorted geometry. Source: the Open Molecules 2025 dataset; level of theory: wB97M-V/def2-TZVPD.

Last column: Löwdin charge in e.
CARTESIAN COORDINATES (ANGSTROEM)
H -0.17731 -0.54625 1.74541  0.139
H -3.59969 -2.51172 -3.74399  0.085
O -1.90382 0.87205 2.90868  -0.082
H 3.44068 -2.86206 1.57103  0.130
O 3.51132 -1.91136 1.35983  0.073
O 1.59200 -3.83211 0.70227  0.122
C 2.69347 0.86156 -0.04772  -0.362
C -2.35970 -3.24312 -2.19527  -0.308
H 5.46324 3.36248 2.76887  0.102
O 2.61172 1.56358 -1.04112  0.115
N 0.53406 -2.13706 -0.50668  0.095
C 4.17688 1.76671 3.43358  -0.389
S 3.09059 0.65430 2.72337  1.104
C 4.29038 2.35165 1.21514  -0.092
H -2.60426 2.76714 3.38669  0.095
H -0.70471 3.01385 -2.92342  0.102
C 1.47957 -2.69584 0.30124  -0.351
H -2.08587 2.01876 -3.47497  0.094
H 4.33643 1.74478 4.49389  0.064
C -0.66447 0.13879 1.06884  0.078
C -1.64332 0.99142 1.57789  -0.263
C -0.31473 0.16673 -0.26577  -0.090
C -0.57584 -2.76701 -1.02103  -0.252
C 4.74840 2.59976 2.51738  -0.174
C 3.39223 1.31333 1.15076  -0.423
C -1.91429 1.91685 -0.62728  -0.002
H 0.94658 -0.54604 -1.83338  0.171
H -0.49413 1.85474 -4.25737  0.096
H -3.86279 1.55022 3.02559  0.095
H 4.60275 2.89352 0.34090  0.120
H -2.91995 1.44064 4.53188  0.093
H -3.01129 2.57500 1.06701  0.105
C -2.25859 1.88774 0.71529  -0.009
C -1.43130 -2.25695 -2.03843  0.073
H -4.44886 -3.44126 -2.49324  0.089
C -2.87888 1.71116 3.47814  -0.090
H -1.35184 -1.32664 -2.55636  0.106
C 2.06775 -0.46783 0.00696  -0.048
N -0.97943 -3.94893 -0.62380  0.137
H -2.41585 2.62330 -1.26923  0.107
C 0.79684 -0.73040 -0.76386  -0.140
C -1.00272 2.03640 -3.31187  -0.074
O -2.08235 -4.24899 -1.34899  0.016
H -3.45750 -4.28079 -3.68099  0.089
C -3.53803 -3.37287 -3.08601  0.000
C -0.95161 1.05951 -1.13899  -0.233
O -0.58995 0.99883 -2.45510  -0.112
C 2.44821 -1.60756 0.61423  -0.201

Force components x, y, z for each atom (eV/Å):
H 0.1 -0.1 0.1
H 0.0 0.0 0.0
O 0.2 -0.2 -0.1
H -0.1 0.1 -0.1
O -0.1 -0.2 -0.2
O 0.1 0.1 0.0
C 0.1 0.1 -0.2
C 0.5 0.6 0.0
H 0.1 0.1 0.1
O -0.1 -0.2 0.1
N 0.2 0.0 0.2
C -0.3 -0.3 -0.1
S 0.3 0.6 -0.1
C -0.2 -0.3 -0.2
H 0.0 0.0 0.0
H 0.0 0.0 0.0
C 0.2 -0.3 0.1
H 0.0 0.0 0.0
H 0.1 0.0 0.2
C -0.2 0.2 0.0
C 0.1 0.0 -0.2
C -0.1 0.2 -0.2
C -1.0 -0.7 -0.5
C 0.0 0.0 0.2
C 0.2 0.3 0.6
C 0.1 -0.1 -0.4
H 0.1 -0.1 0.2
H -0.1 0.1 0.0
H 0.0 0.0 0.0
H 0.0 0.1 -0.2
H 0.0 0.1 -0.1
H -0.1 0.0 0.1
C 0.0 -0.1 0.4
C -0.3 -0.5 0.1
H -0.1 0.0 0.0
C -0.1 0.1 0.1
H 0.0 0.3 -0.2
C 0.0 -0.7 0.0
N 1.1 0.2 0.9
H 0.0 0.1 -0.1
C 0.0 0.4 -0.1
C -0.1 0.1 -0.2
O -0.7 0.1 -0.7
H 0.0 0.0 -0.1
C 0.1 -0.2 0.2
C -0.1 0.0 0.3
O 0.1 -0.2 0.2
C 0.0 0.4 -0.2

Its SMILES is COc1ccc(OC)c([C@H]2C(C(=O)c3cccs3)=C(O)C(=O)N2c2cc(C)on2)c1. The calculation puts the lowest unoccupied orbital energy at -0.3 eV. The energy above the lowest of the compared OMol25 structures with the same formula, charge and spin is 103.10 kcal per mole. For the HOMO-LUMO gap, the calculation gives 7.93 eV. As for the HOMO energy: -8.216 eV.


One molecule with the formula C3H3NS2 at a distorted geometry. Source: the Open Molecules 2025 dataset; level of theory: wB97M-V/def2-TZVPD.

Last column: Löwdin charge in e.
CARTESIAN COORDINATES (ANGSTROEM)
C -1.24336 0.01705 0.12692  -0.892
H 1.92753 -0.46989 -1.09454  0.080
S -0.18771 -1.26324 -0.06444  0.883
C -1.15931 1.41133 0.05749  -0.339
S -3.08054 -0.80573 -0.04877  0.389
N -1.04026 2.55452 -0.09538  0.187
C 1.48479 -0.56944 -0.07359  -0.325
H 1.39560 0.28890 0.58226  0.046
H 1.90326 -1.16350 0.61006  -0.028

Force components x, y, z for each atom (eV/Å):
C -5.4 -3.1 -1.1
H -0.3 0.0 1.2
S 0.2 0.4 -0.2
C 0.7 0.8 -0.2
S 4.2 2.4 0.7
N -0.1 -0.7 0.3
C -2.2 2.1 -1.7
H 0.2 1.0 -0.8
H 2.7 -3.0 1.8

Its SMILES is CSC(=S)C#N. The calculation puts the lowest unoccupied orbital energy (alpha / beta) at -1.9 / -2.2 eV. The energy above the lowest of the compared OMol25 structures with the same formula, charge and spin is 59.65 kcal per mole. For the HOMO-LUMO gap (alpha / beta), the calculation gives 7.32 / 6.41 eV. As for the HOMO energy (alpha / beta): -9.244 / -8.658 eV.


A 2-piece molecular cluster, H3S3 overall at a distorted geometry. Source: the Open Molecules 2025 dataset; level of theory: wB97M-V/def2-TZVPD.

Last column: Löwdin charge in e.
CARTESIAN COORDINATES (ANGSTROEM)
H -0.22918 0.54277 0.25723  -0.414
H 1.63252 -0.84635 -0.66202  -0.219
S 1.07683 -1.88454 0.12688  -0.036
S 0.43756 -0.45119 1.66266  -0.259
H -2.15469 1.14673 -0.61786  -0.214
S -0.76303 1.49259 -0.76689  0.142

Force components x, y, z for each atom (eV/Å):
H -0.4 0.4 0.0
H -0.6 -1.4 0.7
S 0.4 2.3 0.1
S 0.4 -1.2 -0.7
H 2.1 0.4 -0.1
S -1.9 -0.4 0.0

The calculation puts the lowest unoccupied orbital energy at 3.6 eV. Its charge is -1. The energy above the lowest of the compared OMol25 structures with the same formula, charge and spin is 9.43 kcal per mole. For the HOMO-LUMO gap, the calculation gives 6.74 eV. As for the HOMO energy: -3.144 eV.


C27H46BrNOP2PtS as an isolated structure at a distorted geometry. Source: the Open Molecules 2025 dataset; level of theory: wB97M-V/def2-TZVPD.

Last column: Mulliken spin population.
CARTESIAN COORDINATES (ANGSTROEM)
H 3.26208 1.97775 -1.80068  -0.004
C -2.15912 -1.76868 -2.10910  0.003
H 2.39520 -1.70887 0.28144  0.002
P 2.67291 -0.48507 -1.76466  0.329
C -5.31699 4.37212 -3.79211  0.024
O -2.36492 0.12582 1.95206  0.000
H -1.03684 -3.51648 -4.64738  -0.003
H -6.84135 5.86971 -4.26146  0.000
H -4.22020 2.13760 -6.08322  0.001
S -2.11383 0.35924 3.40752  0.000
H 2.08075 2.18648 -2.73980  0.006
C 3.27532 -1.59468 -0.40174  0.033
H 0.14736 -2.17108 -4.45596  0.003
H 4.86758 -2.63761 -2.56706  0.000
H -3.73706 -0.59751 -1.42806  0.001
H 4.62064 -2.27692 1.18525  0.004
C -0.41614 -2.81192 -0.02361  0.042
C 0.13661 1.54442 -3.24754  0.153
N -6.50680 4.60547 -5.85654  0.025
P -0.36714 -2.09746 -1.74913  0.192
H -1.52360 2.64966 3.19856  0.000
H 1.03844 -3.88417 -2.44183  0.000
C -2.98018 -1.22883 -0.95463  0.001
C -1.47794 2.30037 -1.56356  -0.002
H -2.16747 -0.98994 -2.92030  0.034
H 3.25709 1.23116 -0.27009  0.005
C -2.34106 1.92991 -3.86142  0.011
C -4.50326 3.31451 -4.31250  -0.002
H -1.06734 -4.59782 0.99356  0.003
H -0.74244 3.08624 0.32740  0.001
H 4.50071 -0.53808 1.17447  0.000
C -0.04987 -3.26101 -4.24212  0.019
H 3.40052 -2.53902 -0.92490  -0.005
H -2.44632 -0.61745 -0.21676  -0.003
H -0.97698 -4.82029 -0.75223  -0.001
C 0.03119 -3.57516 -2.75767  0.023
C 1.18046 1.89889 -2.19525  0.073
H 0.61165 -3.01980 0.31610  0.004
H -0.10382 1.56306 3.05771  0.000
H 5.64906 -1.06046 -2.43020  -0.003
H 5.17620 2.35159 -0.48711  0.000
H -3.69940 2.89629 -2.43138  0.006
H -0.83888 -2.06104 0.66745  0.001
H -5.17016 4.75884 -2.78006  0.001
C -0.80251 -0.80593 3.91283  0.000
H -3.50387 -2.02506 -0.42017  0.002
C 3.61473 -0.98064 -3.25872  0.067
H 2.96121 -1.61533 -3.88419  0.003
H 5.47468 -1.36848 -0.06861  -0.003
C -6.26674 5.00723 -4.61432  -0.010
H -2.25652 1.43549 -4.83879  -0.005
C 5.11683 1.42356 -1.09893  0.026
H 3.70231 -0.04708 -3.83303  -0.004
H 0.39284 1.57220 -4.35101  -0.052
C 4.52925 -1.41215 0.49722  0.021
H -2.53943 -2.71294 -2.51746  0.003
H 5.65404 0.63725 -0.56224  -0.001
C 3.65802 1.08713 -1.30242  0.060
H -6.04031 3.24961 -7.35307  0.000
H -2.48717 2.47773 -1.19452  -0.002
H -0.65541 -4.36208 -2.43791  0.014
H 5.44392 -1.81862 -4.03047  0.004
H 0.70915 -3.84565 -4.77366  0.004
H -0.42616 -0.46044 4.89173  0.000
C -1.02497 1.77504 3.59624  0.000
Pt -0.11712 -0.44387 -3.40345  0.769
Br 1.61290 1.53901 0.84805  0.009
C -0.47204 2.55274 -0.60974  0.019
H -0.01807 -0.74660 3.13555  0.000
C -5.81450 3.57545 -6.34138  -0.011
H 5.60501 1.63939 -2.05061  0.002
C -3.49360 2.63343 -3.48038  0.067
C -4.79431 2.92164 -5.62136  0.026
C 0.87317 2.16058 -0.86479  0.025
C -1.26286 -4.10125 0.03226  0.017
H -2.33761 -3.88582 -0.03773  -0.001
H -0.83829 1.88213 4.65665  0.000
C 4.96969 -1.66643 -3.04958  0.014
H -1.23426 -1.81831 3.97600  0.000
C -1.27037 1.88266 -2.90476  -0.044

Force components x, y, z for each atom (eV/Å):
H 0.5 -0.8 0.2
C 0.6 -0.3 -0.2
H 0.6 -0.1 -0.5
P 3.6 1.4 0.2
C 0.5 -0.1 -0.1
O 0.4 0.1 -0.2
H 0.3 0.2 0.0
H 0.2 -0.4 0.0
H 0.0 -0.2 -0.2
S 0.2 -0.4 0.4
H -0.2 -0.9 0.7
C -1.1 -0.7 0.9
H 0.1 -0.5 -0.3
H 0.0 0.0 -0.1
H -0.2 0.0 0.4
H -0.3 0.3 -0.6
C 0.3 0.5 0.3
C -1.1 2.6 1.4
N 0.0 -0.3 -0.3
P -1.3 -1.2 0.5
H -0.1 0.2 0.0
H -0.2 0.0 -0.2
C -0.6 0.4 0.0
C 0.6 0.6 1.4
H -0.4 -0.7 0.2
H 0.9 -0.4 -1.5
C -2.2 0.5 0.7
C -1.2 -0.1 -0.2
H -0.2 0.2 -0.2
H 0.2 -0.9 -0.6
H -0.2 -0.2 -0.6
C -0.2 -0.4 -0.2
H -0.2 -0.4 0.1
H 0.0 -0.1 -0.2
H -0.2 0.2 0.6
C 0.3 0.3 0.7
C -1.0 0.2 -2.2
H -0.3 0.1 -0.2
H 0.0 0.2 0.0
H -0.2 -0.1 -0.3
H -0.2 -0.6 -0.4
H 0.7 -0.1 -0.6
H 0.2 -0.1 -0.3
H 0.0 -0.3 -0.3
C -0.3 0.1 -0.1
H 0.1 0.1 0.0
C -0.8 -0.5 -0.9
H 0.3 0.0 0.2
H -0.5 0.0 0.2
C 0.7 -0.5 0.4
H 0.2 0.8 0.2
C 1.1 -0.6 -0.3
H 0.1 -0.1 0.1
H 0.2 0.5 1.0
C 0.4 0.4 0.2
H -0.2 0.3 -0.1
H 0.1 0.3 -0.2
C -1.4 1.2 1.7
H -0.1 0.1 0.1
H 0.4 0.1 -0.2
H 0.2 0.1 -0.5
H -0.1 0.0 0.3
H -0.2 0.4 -0.2
H -0.1 -0.4 -0.4
C -0.1 -0.2 -0.3
Pt 1.7 -0.9 0.7
Br -1.0 1.1 -0.2
C -1.1 -0.6 -1.2
H -0.3 -0.1 0.4
C 0.8 -0.3 0.5
H 0.3 -0.1 0.1
C 0.5 0.4 -0.6
C -0.4 0.6 -0.2
C -1.4 -0.3 0.1
C 0.1 -0.2 -0.1
H 0.4 -0.1 0.0
H 0.1 0.2 0.2
C 0.2 0.4 0.1
H 0.3 0.5 0.0
C 1.3 -0.4 0.7

The calculation puts the lowest unoccupied orbital energy (alpha / beta) at -6.8 / -8.6 eV. Its charge is +2. Its spin multiplicity is 3. The energy above the lowest of the compared OMol25 structures with the same formula, charge and spin is 146.18 kcal per mole. For the HOMO-LUMO gap (alpha / beta), the calculation gives 6.59 / 4.91 eV. As for the HOMO energy (alpha / beta): -13.441 / -13.535 eV.


An isolated ion of composition C10H14I2N3S and charge +1 at a distorted geometry. Source: the Open Molecules 2025 dataset; level of theory: wB97M-V/def2-TZVPD.

Last column: Löwdin charge in e.
CARTESIAN COORDINATES (ANGSTROEM)
H 0.14677 -3.81565 -3.46453  0.093
C -0.22873 -3.16389 -2.58899  -0.129
C 1.01195 -2.67834 -0.22405  -0.209
C -0.79115 -1.05311 0.17441  -0.129
H -2.50888 3.28951 -1.96502  -0.097
C 1.63013 4.41683 2.44695  -0.189
H 1.80408 -1.94699 0.18589  0.125
N -2.30758 0.33441 -1.03748  0.061
H 1.44052 5.34858 1.81100  0.104
H 0.71093 -0.21706 1.83815  0.134
C -0.21153 2.69764 1.61509  -0.688
C -0.10396 -0.00891 1.06882  0.089
H -2.15739 -1.68460 -1.34282  0.171
C -1.80551 1.37935 -0.26895  -0.474
H 1.36543 -3.71732 0.12479  0.137
H 1.94366 -3.31677 -2.13681  0.117
C 1.13488 3.16186 1.59870  -0.685
I -1.65003 3.80306 2.85772  0.880
H -1.04344 -3.11711 0.04191  0.109
C 1.07649 -2.61910 -1.82649  -0.223
S -2.62193 3.03356 -0.60518  0.710
H 1.17848 4.48369 3.49495  0.057
H -0.75239 -2.27429 -3.07436  0.071
C -0.69480 1.43204 0.81658  -0.187
H 2.75883 4.30480 2.58790  0.068
I 2.66265 2.12255 0.40068  0.827
N -0.33468 -2.45145 0.37377  -0.005
H -0.90674 -3.83799 -1.97075  0.073
N -1.79356 -0.87399 -0.80749  0.072
H 1.39149 -1.57945 -2.21890  0.116

Force components x, y, z for each atom (eV/Å):
H -0.8 1.0 1.4
C 1.1 0.1 -0.9
C 1.5 -0.8 -0.4
C 1.4 -1.9 1.0
H 0.2 -1.0 0.9
C 0.8 -0.7 -0.7
H -1.5 -1.0 -0.4
N 1.4 2.1 2.4
H 0.2 -1.2 1.1
H -1.4 0.0 -1.4
C 2.3 -0.1 -0.9
C -3.9 3.0 -3.1
H 0.4 0.8 0.4
C 0.0 0.4 -0.8
H -0.7 1.6 -0.5
H -1.3 1.2 0.6
C -2.7 -0.6 0.9
I 0.9 -1.1 -1.0
H 0.6 0.3 0.1
C 0.6 -0.6 -0.3
S 0.6 -0.8 0.0
H 0.3 -0.2 -1.7
H 0.2 -1.4 0.8
C 0.4 -4.2 -0.3
H -1.6 0.3 -0.3
I -1.1 0.9 0.8
N -0.5 3.0 -0.8
H 0.8 1.0 -0.7
N 2.8 1.2 3.2
H -0.8 -1.5 0.7

Its SMILES is CCCNc1cc(/C(I)=C(/C)I)c(S)n[nH+]1. The calculation puts the lowest unoccupied orbital energy at -5.1 eV. Its charge is +1. For the HOMO-LUMO gap, the calculation gives 6.89 eV. As for the HOMO energy: -12.015 eV.